Entry from the Open Molecules 2025 dataset: a 7-piece molecular cluster, C36H92N6O13 overall in a non-equilibrium geometry (ωB97M-V with the def2-TZVPD basis set).

The calculation puts the frontier orbital gap at 8.734 eV. As for the energy above the lowest of the compared OMol25 structures with the same formula, charge and spin: 107.49 kcal per mole. The value obtained for the HOMO energy is -8.1 eV. The total energy is -74370.578 eV. As for the net charge: 0. Its LUMO energy is 0.02186 hartree.

Each atom is followed by the atoms it is bonded to, with distances in Å.
Atoms and positions in Å:
1 O -1.407 -2.691 -3.895  C30 1.401, C31 1.409
2 O 4.871 -0.638 -3.065  C36 1.451, C40 1.488
3 O 1.231 0.645 -0.578  H63 0.957, H81 0.957
4 O -2.150 2.727 -2.058  C38 1.404, C47 1.403
5 O 1.822 2.835 0.744  C37 1.367, C46 1.386
6 O 8.843 -2.275 -6.208  C23 1.411, C42 1.420
7 O -4.141 6.412 6.502  C22 1.421, C34 1.417
8 O -7.310 3.458 -3.608  C28 1.387, C51 1.415
9 O 2.919 -1.260 0.646  C21 1.456, C49 1.478
10 O -1.198 -1.821 2.592  C35 1.404, C55 1.370
11 O -2.949 3.169 1.507  C25 1.456, C26 1.452
12 O 0.981 -6.069 -2.202  C29 1.429, C48 1.384
13 O -1.799 -6.446 5.193  C44 1.452, C54 1.454
14 N 7.690 -0.782 -4.102  C33 1.459, C50 1.454, H95 1.010
15 N -0.287 -3.740 -1.332  C39 1.452, C52 1.454, H112 1.010
16 N -2.803 -3.477 4.641  C32 1.426, C41 1.461, H67 1.010
17 N -4.966 1.759 -2.678  C27 1.442, C43 1.464, H94 1.010
18 N -3.493 5.563 2.974  C20 1.463, C45 1.448, H127 1.010
19 N 3.495 0.905 2.655  C24 1.481, C53 1.511, H90 1.010
20 C -3.164 6.107 4.291  N18 1.463, C34 1.544, H72 1.090, H124 1.090
21 C 2.440 -1.393 2.015  O9 1.456, C24 1.543, H71 1.090, H110 1.090
22 C -4.282 7.815 6.681  O7 1.421, H59 1.090, H75 1.090, H122 1.090
23 C 9.553 -1.198 -5.636  O6 1.411, C33 1.501, H141 1.090, H142 1.090
24 C 3.331 -0.539 2.940  N19 1.481, C21 1.543, H74 1.090, H77 1.090
25 C -2.822 4.518 0.974  O11 1.456, C45 1.515, H139 1.090, H146 1.090
26 C -1.780 2.670 2.209  O11 1.452, H129 1.090, H133 1.090, H136 1.090
27 C -6.381 1.502 -2.559  N17 1.442, C51 1.561, H64 1.090, H114 1.090
28 C -8.001 4.081 -4.637  O8 1.387, H57 1.090, H62 1.090, H117 1.090
29 C -0.142 -6.867 -1.822  O12 1.429, H76 1.090, H96 1.090, H131 1.090
30 C -0.564 -1.949 -3.057  O1 1.401, C39 1.595, H89 1.090, H97 1.090
31 C -2.148 -1.884 -4.779  O1 1.409, H120 1.090, H134 1.090, H147 1.090
32 C -2.558 -4.091 5.905  N16 1.426, C54 1.573, H66 1.090, H101 1.090
33 C 9.108 -1.110 -4.204  N14 1.459, C23 1.501, H128 1.090, H144 1.090
34 C -4.429 6.020 5.172  O7 1.417, C20 1.544, H65 1.090, H109 1.090
35 C -2.333 -1.406 3.306  O10 1.404, C41 1.535, H88 1.090, H140 1.090
36 C 5.996 -0.029 -2.381  O2 1.451, C50 1.528, H58 1.090, H61 1.090
37 C 2.226 3.056 2.031  O5 1.367, C53 1.536, H78 1.090, H121 1.090
38 C -2.629 1.454 -1.710  O4 1.404, C43 1.535, H80 1.090, H108 1.090
39 C 0.437 -2.747 -2.105  N15 1.452, C30 1.595, H116 1.090, H138 1.090
40 C 3.608 0.070 -2.724  O2 1.488, H92 1.090, H111 1.090, H132 1.090
41 C -2.344 -2.090 4.680  N16 1.461, C35 1.535, H73 1.090, H130 1.090
42 C 9.190 -2.674 -7.526  O6 1.420, H93 1.090, H103 1.090, H106 1.090
43 C -4.151 1.397 -1.517  N17 1.464, C38 1.535, H60 1.090, H99 1.090
44 C -2.379 -7.599 4.529  O13 1.452, H98 1.090, H113 1.090, H125 1.090
45 C -2.467 5.619 1.952  N18 1.448, C25 1.515, H91 1.090, H118 1.090
46 C 1.905 3.859 -0.185  O5 1.386, H84 1.090, H87 1.090, H123 1.090
47 C -0.755 2.826 -1.945  O4 1.403, H56 1.090, H100 1.090, H104 1.090
48 C 1.541 -5.297 -1.200  O12 1.384, C52 1.558, H115 1.090, H145 1.090
49 C 4.249 -1.830 0.343  O9 1.478, H68 1.090, H83 1.090, H86 1.090
50 C 7.342 -0.682 -2.694  N14 1.454, C36 1.528, H69 1.090, H70 1.090
51 C -7.152 2.065 -3.794  O8 1.415, C27 1.561, H102 1.090, H135 1.090
52 C 0.557 -4.423 -0.366  N15 1.454, C48 1.558, H85 1.090, H126 1.090
53 C 2.276 1.771 2.871  N19 1.511, C37 1.536, H105 1.090, H107 1.090
54 C -2.837 -5.636 5.809  O13 1.454, C32 1.573, H119 1.090, H137 1.090
55 C -1.040 -1.484 1.273  O10 1.370, H79 1.090, H82 1.090, H143 1.090
56 H -0.596 3.828 -2.344  C47 1.090
57 H -8.975 3.625 -4.810  C28 1.090
58 H 5.864 0.021 -1.300  C36 1.090
59 H -3.904 8.078 7.669  C22 1.090
60 H -4.397 2.151 -0.769  C43 1.090
61 H 6.010 0.979 -2.794  C36 1.090
62 H -8.320 5.081 -4.342  C28 1.090
63 H 1.217 1.331 0.089  O3 0.957
64 H -6.828 2.025 -1.714  C27 1.090
65 H -5.272 6.571 4.756  C34 1.090
66 H -3.209 -3.674 6.672  C32 1.090
67 H -2.240 -3.993 3.980  N16 1.010
68 H 4.311 -2.020 -0.729  C49 1.090
69 H 8.067 -0.028 -2.210  C50 1.090
70 H 7.256 -1.653 -2.207  C50 1.090
71 H 1.446 -1.020 2.262  C21 1.090
72 H -2.481 5.496 4.881  C20 1.090
73 H -1.336 -2.069 5.093  C41 1.090
74 H 4.332 -0.970 2.931  C24 1.090
75 H -5.332 8.102 6.610  C22 1.090
76 H 0.123 -7.317 -0.865  C29 1.090
77 H 2.858 -0.573 3.922  C24 1.090
78 H 1.510 3.733 2.497  C37 1.090
79 H -0.166 -2.021 0.906  C55 1.090
80 H -2.264 1.153 -0.728  C38 1.090
81 H 1.758 -0.055 -0.193  O3 0.957
82 H -0.781 -0.456 1.022  C55 1.090
83 H 5.074 -1.224 0.718  C49 1.090
84 H 2.606 4.659 0.052  C46 1.090
85 H -0.010 -5.158 0.205  C52 1.090
86 H 4.099 -2.812 0.791  C49 1.090
87 H 2.004 3.445 -1.189  C46 1.090
88 H -3.230 -1.653 2.739  C35 1.090
89 H -1.163 -1.367 -2.356  C30 1.090
90 H 3.820 0.981 1.702  N19 1.010
91 H -2.386 6.570 1.426  C45 1.090
92 H 3.618 0.305 -1.659  C40 1.090
93 H 8.333 -3.198 -7.949  C42 1.090
94 H -4.733 2.696 -2.971  N17 1.010
95 H 7.127 -1.521 -4.498  N14 1.010
96 H -1.101 -6.378 -1.652  C29 1.090
97 H 0.015 -1.272 -3.684  C30 1.090
98 H -3.092 -7.441 3.720  C44 1.090
99 H -4.425 0.377 -1.247  C43 1.090
100 H -0.086 2.273 -2.604  C47 1.090
101 H -1.505 -4.056 6.185  C32 1.090
102 H -8.144 1.665 -4.002  C51 1.090
103 H 9.386 -1.769 -8.101  C42 1.090
104 H -0.546 2.540 -0.914  C47 1.090
105 H 2.256 2.088 3.914  C53 1.090
106 H 10.060 -3.328 -7.463  C42 1.090
107 H 1.345 1.273 2.600  C53 1.090
108 H -2.365 0.758 -2.506  C38 1.090
109 H -4.704 4.969 5.266  C34 1.090
110 H 2.465 -2.426 2.363  C21 1.090
111 H 2.684 -0.493 -2.856  C40 1.090
112 H -0.564 -4.420 -2.025  N15 1.010
113 H -2.973 -8.103 5.291  C44 1.090
114 H -6.545 0.443 -2.361  C27 1.090
115 H 2.079 -5.961 -0.523  C48 1.090
116 H 1.191 -3.232 -2.725  C39 1.090
117 H -7.358 4.248 -5.501  C28 1.090
118 H -1.444 5.498 2.307  C45 1.090
119 H -3.036 -6.065 6.791  C54 1.090
120 H -1.622 -1.882 -5.734  C31 1.090
121 H 3.175 3.593 2.063  C37 1.090
122 H -3.697 8.426 5.993  C22 1.090
123 H 0.961 4.400 -0.141  C46 1.090
124 H -2.720 7.093 4.150  C20 1.090
125 H -1.660 -8.246 4.026  C44 1.090
126 H 1.029 -3.686 0.285  C52 1.090
127 H -3.728 4.586 3.080  N18 1.010
128 H 9.805 -0.491 -3.640  C33 1.090
129 H -1.977 1.753 2.764  C26 1.090
130 H -3.002 -1.586 5.388  C41 1.090
131 H -0.343 -7.705 -2.489  C29 1.090
132 H 3.470 1.089 -3.084  C40 1.090
133 H -1.026 2.492 1.442  C26 1.090
134 H -3.129 -2.271 -5.058  C31 1.090
135 H -6.591 1.862 -4.707  C51 1.090
136 H -1.353 3.308 2.983  C26 1.090
137 H -3.795 -5.794 5.314  C54 1.090
138 H 0.904 -2.128 -1.339  C39 1.090
139 H -2.132 4.454 0.133  C25 1.090
140 H -2.302 -0.323 3.424  C35 1.090
141 H 9.398 -0.225 -6.103  C23 1.090
142 H 10.604 -1.460 -5.755  C23 1.090
143 H -1.941 -1.801 0.747  C55 1.090
144 H 9.192 -2.064 -3.683  C33 1.090
145 H 2.356 -4.705 -1.615  C48 1.090
146 H -3.789 4.765 0.538  C25 1.090
147 H -2.243 -0.858 -4.425  C31 1.090

Entry from the Open Molecules 2025 dataset: a 8-piece molecular cluster, C36H93N5O16 overall in a non-equilibrium geometry (ωB97M-V with the def2-TZVPD basis set).

The calculation puts the frontier orbital gap at 8.739 eV. As for the energy above the lowest of the compared OMol25 structures with the same formula, charge and spin: 1.03 kcal per mole. The value obtained for the HOMO energy is -8.4 eV. The total energy is -79042.679 eV. As for the net charge: 0. Its LUMO energy is 0.01219 hartree.

Each atom is followed by the atoms it is bonded to, with distances in Å.
Atoms and positions in Å:
1 O -9.472 -17.630 -19.129  C49 1.416, H143 0.963
2 O -6.426 -16.281 -16.332  C53 1.438, H91 0.961
3 O -11.409 -17.651 -16.788  C36 1.423, H87 0.963
4 O -6.801 -21.156 -15.288  C31 1.414, C48 1.409
5 O -16.249 -22.325 -20.417  C26 1.408, C37 1.424
6 O -5.287 -21.525 -18.253  C25 1.432, H110 0.967
7 O -3.744 -20.098 -24.113  C41 1.420, C57 1.396
8 O -5.731 -19.717 -28.911  C30 1.412, C54 1.423
9 O -5.323 -19.121 -20.086  C38 1.408, H116 0.974
10 O -8.224 -23.908 -19.258  C40 1.392, C55 1.414
11 O -10.571 -20.879 -22.267  C39 1.401, C46 1.412
12 O -3.312 -18.769 -18.246  C42 1.408, C47 1.416
13 O -11.607 -15.387 -24.335  C22 1.417, C34 1.411
14 O -5.998 -29.317 -15.203  C33 1.411, C51 1.405
15 O -7.665 -18.268 -24.161  C44 1.411, C50 1.407
16 O -4.485 -14.568 -17.916  C45 1.432, H106 0.960
17 N -8.931 -16.090 -23.082  C23 1.455, C32 1.446, H92 1.014
18 N -7.785 -26.971 -17.350  C27 1.445, C29 1.460, H58 1.017
19 N -3.551 -19.240 -26.808  C28 1.461, C43 1.460, H90 1.015
20 N -3.962 -20.422 -15.441  C24 1.471, C52 1.450, H149 1.013
21 N -12.649 -21.351 -20.093  C35 1.461, C56 1.450, H66 1.013
22 C -10.888 -14.648 -23.363  O13 1.417, C23 1.510, H121 1.100, H127 1.096
23 C -10.141 -15.590 -22.450  N17 1.455, C22 1.510, H59 1.099, H126 1.094
24 C -4.982 -19.717 -14.649  N20 1.471, C31 1.503, H145 1.098, H150 1.093
25 C -6.177 -21.239 -19.337  O6 1.432, C38 1.515, H93 1.087, H135 1.095
26 C -15.033 -21.744 -20.826  O5 1.408, C56 1.543, H83 1.101, H128 1.091
27 C -7.638 -25.570 -17.669  N18 1.445, C40 1.517, H95 1.091, H107 1.107
28 C -4.121 -18.272 -27.741  N19 1.461, C30 1.511, H133 1.104, H138 1.093
29 C -6.960 -27.395 -16.223  N18 1.460, C33 1.508, H86 1.093, H100 1.102
30 C -4.624 -18.850 -29.044  O8 1.412, C28 1.511, H74 1.093, H75 1.096
31 C -6.088 -20.625 -14.190  O4 1.414, C24 1.503, H65 1.096, H129 1.099
32 C -8.191 -16.978 -22.212  N17 1.446, C50 1.526, H81 1.096, H117 1.107
33 C -7.010 -28.896 -16.091  O14 1.411, C29 1.508, H73 1.106, H120 1.099
34 C -12.147 -14.549 -25.333  O13 1.411, H85 1.101, H103 1.096, H119 1.086
35 C -12.460 -20.224 -21.003  N21 1.461, C39 1.509, H142 1.096, H146 1.096
36 C -11.052 -18.749 -17.620  O3 1.423, C49 1.498, H78 1.100, H130 1.091
37 C -16.974 -21.522 -19.491  O5 1.424, H118 1.088, H132 1.095, H134 1.093
38 C -6.421 -19.751 -19.469  O9 1.408, C25 1.515, H62 1.101, H102 1.097
39 C -10.992 -19.994 -21.266  O11 1.401, C35 1.509, H61 1.099, H144 1.097
40 C -8.425 -25.245 -18.925  O10 1.392, C27 1.517, H70 1.103, H98 1.106
41 C -3.700 -20.504 -22.753  O7 1.420, H88 1.090, H115 1.097, H136 1.089
42 C -3.164 -18.454 -16.882  O12 1.408, C52 1.528, H77 1.089, H147 1.102
43 C -2.897 -18.561 -25.692  N19 1.460, C57 1.514, H60 1.094, H124 1.109
44 C -6.718 -19.052 -24.853  O15 1.411, H69 1.094, H122 1.095, H125 1.088
45 C -5.148 -15.752 -18.372  O16 1.432, C53 1.510, H64 1.091, H99 1.092
46 C -9.280 -20.626 -22.780  O11 1.412, H80 1.097, H94 1.090, H101 1.088
47 C -2.236 -19.481 -18.830  O12 1.416, H63 1.087, H76 1.095, H112 1.093
48 C -7.736 -22.143 -14.916  O4 1.409, H68 1.097, H137 1.094, H139 1.092
49 C -9.660 -18.652 -18.166  O1 1.416, C36 1.498, H67 1.091, H140 1.102
50 C -7.118 -17.754 -22.971  O15 1.407, C32 1.526, H71 1.098, H123 1.100
51 C -5.944 -30.714 -15.058  O14 1.405, H82 1.101, H96 1.087, H97 1.095
52 C -2.870 -19.583 -15.895  N20 1.450, C42 1.528, H79 1.095, H109 1.094
53 C -6.499 -15.960 -17.731  O2 1.438, C45 1.510, H108 1.094, H111 1.088
54 C -5.393 -21.073 -28.640  O8 1.423, H89 1.091, H105 1.088, H113 1.096
55 C -9.173 -23.434 -20.194  O10 1.414, H104 1.092, H131 1.106, H141 1.087
56 C -14.016 -21.593 -19.676  N21 1.450, C26 1.543, H84 1.096, H114 1.093
57 C -2.556 -19.536 -24.586  O7 1.396, C43 1.514, H72 1.101, H148 1.098
58 H -7.424 -27.478 -18.154  N18 1.017
59 H -10.774 -16.429 -22.128  C23 1.099
60 H -2.030 -17.985 -26.030  C43 1.094
61 H -10.460 -20.220 -20.331  C39 1.099
62 H -7.291 -19.630 -20.133  C38 1.101
63 H -2.244 -19.253 -19.893  C47 1.087
64 H -4.512 -16.631 -18.255  C45 1.091
65 H -5.697 -21.438 -13.567  C31 1.096
66 H -12.238 -22.203 -20.453  N21 1.013
67 H -9.398 -19.593 -18.653  C49 1.091
68 H -7.232 -23.060 -14.584  C48 1.097
69 H -6.306 -19.812 -24.183  C44 1.094
70 H -8.230 -25.934 -19.763  C40 1.103
71 H -6.242 -17.114 -23.142  C50 1.098
72 H -2.053 -18.955 -23.798  C57 1.101
73 H -6.874 -29.368 -17.082  C33 1.106
74 H -5.045 -18.018 -29.615  C30 1.093
75 H -3.811 -19.306 -29.620  C30 1.096
76 H -1.278 -19.166 -18.402  C47 1.095
77 H -4.064 -17.951 -16.533  C42 1.089
78 H -11.170 -19.687 -17.058  C36 1.100
79 H -2.104 -20.226 -16.340  C52 1.095
80 H -8.566 -20.577 -21.949  C46 1.097
81 H -7.689 -16.514 -21.355  C32 1.096
82 H -6.864 -31.125 -14.613  C51 1.101
83 H -15.226 -20.744 -21.242  C26 1.101
84 H -14.315 -20.750 -19.042  C56 1.096
85 H -11.383 -14.346 -26.100  C34 1.101
86 H -7.301 -26.950 -15.285  C29 1.093
87 H -10.757 -17.592 -16.082  O3 0.963
88 H -3.722 -19.633 -22.096  C41 1.090
89 H -4.873 -21.208 -27.691  C54 1.091
90 H -4.305 -19.759 -26.367  N19 1.015
91 H -5.933 -15.608 -15.855  O2 0.961
92 H -9.134 -16.618 -23.923  N17 1.014
93 H -5.678 -21.622 -20.224  C25 1.087
94 H -9.021 -21.457 -23.436  C46 1.090
95 H -7.961 -24.895 -16.875  C27 1.091
96 H -5.134 -30.893 -14.355  C51 1.087
97 H -5.827 -31.207 -16.028  C51 1.095
98 H -9.501 -25.426 -18.741  C40 1.106
99 H -5.315 -15.617 -19.443  C45 1.092
100 H -5.909 -27.084 -16.344  C29 1.102
101 H -9.279 -19.728 -23.394  C46 1.088
102 H -6.713 -19.266 -18.529  C38 1.097
103 H -12.445 -13.563 -24.958  C34 1.096
104 H -9.148 -23.992 -21.133  C55 1.092
105 H -6.316 -21.648 -28.600  C54 1.088
106 H -4.597 -14.465 -16.968  O16 0.960
107 H -6.589 -25.283 -17.877  C27 1.107
108 H -7.092 -15.045 -17.818  C53 1.094
109 H -2.389 -19.149 -15.013  C52 1.094
110 H -5.784 -21.517 -17.423  O6 0.967
111 H -6.979 -16.817 -18.199  C53 1.088
112 H -2.365 -20.554 -18.667  C47 1.093
113 H -4.746 -21.467 -29.432  C54 1.096
114 H -14.063 -22.511 -19.084  C56 1.093
115 H -2.820 -21.126 -22.549  C41 1.097
116 H -4.627 -19.152 -19.405  O9 0.974
117 H -8.853 -17.722 -21.729  C32 1.107
118 H -17.948 -22.002 -19.411  C37 1.088
119 H -12.997 -15.038 -25.799  C34 1.086
120 H -7.991 -29.240 -15.732  C33 1.099
121 H -11.597 -14.057 -22.765  C22 1.100
122 H -5.896 -18.419 -25.203  C44 1.095
123 H -6.818 -18.581 -22.310  C50 1.100
124 H -3.557 -17.780 -25.262  C43 1.109
125 H -7.213 -19.502 -25.711  C44 1.088
126 H -9.809 -14.983 -21.602  C23 1.094
127 H -10.182 -13.962 -23.845  C22 1.096
128 H -14.604 -22.395 -21.589  C26 1.091
129 H -6.780 -20.029 -13.576  C31 1.099
130 H -11.811 -18.807 -18.403  C36 1.091
131 H -10.191 -23.551 -19.780  C55 1.106
132 H -16.530 -21.554 -18.490  C37 1.095
133 H -4.972 -17.747 -27.274  C28 1.104
134 H -17.035 -20.488 -19.837  C37 1.093
135 H -7.117 -21.763 -19.135  C25 1.095
136 H -4.572 -21.141 -22.621  C41 1.089
137 H -8.278 -22.445 -15.816  C48 1.094
138 H -3.370 -17.504 -27.943  C28 1.093
139 H -8.433 -21.754 -14.171  C48 1.092
140 H -8.941 -18.502 -17.345  C49 1.102
141 H -9.096 -22.354 -20.292  C55 1.087
142 H -13.002 -20.370 -21.944  C35 1.096
143 H -9.935 -16.829 -18.861  O1 0.963
144 H -10.842 -18.943 -21.540  C39 1.097
145 H -5.438 -18.898 -15.221  C24 1.098
146 H -12.873 -19.335 -20.512  C35 1.096
147 H -2.339 -17.725 -16.842  C42 1.102
148 H -1.840 -20.278 -24.962  C57 1.098
149 H -4.399 -20.907 -16.216  N20 1.013
150 H -4.493 -19.332 -13.751  C24 1.093